C3H4ClFN2 | ωB97M-V with the def2-TZVPD basis set

Structure (XYZ):
```
11
Properties=species:S:1:pos:R:3
C -1.625 0.111 -0.045
C -0.147 -0.177 -0.067
C 0.871 0.620 -0.256
H -3.207 1.280 0.719
H -1.375 1.951 0.638
H -3.436 -0.930 0.026
H 0.548 1.604 -0.244
N -2.056 1.483 -0.007
N -2.363 -0.940 -0.121
F -0.016 -1.481 0.126
Cl 2.585 0.136 0.049
```

## Properties
E_LUMO = 0.0 eV
Energy above the lowest of the compared OMol25 structures with the same formula, charge and spin = 55.7 kcal/mol
E = -21392.825 eV
Kohn-Sham gap = 9.906 eV

These are the natural (NBO) partial charges, in e, on atoms 1 to 6: 0.343, 0.323, -0.252, 0.369, 0.367, 0.361